# 1
This record from OMol25 describes C21H27N6Pt as an isolated structure. The level of theory is ωB97M-V/def2-TZVPD.

* energy above the lowest of the compared OMol25 structures with the same formula, charge and spin: 19.4 kcal per mole
* charge: +3
* E_HOMO: -16.8 eV
* E: -34379.673 eV
* largest force on an atom: 1.62 eV/A
* molar mass: 558.57 g mol⁻¹
* Kohn-Sham gap: 7.992 eV
* multiplicity: 1

Cartesian coordinates (Å):
Pt  -0.05563  -0.22612  0.17023
C  2.34007  -1.92667  3.38879
C  1.99823  -3.26220  3.23608
C  1.32212  -3.66080  2.09199
C  0.98482  -2.70734  1.15108
N  1.24476  -1.39321  1.33845
C  1.93021  -1.02222  2.42913
C  0.39599  -2.99853  -0.16450
C  0.43354  -4.22132  -0.80446
C  -0.01101  -4.30403  -2.11467
C  -0.45303  -3.16182  -2.76336
C  -0.48295  -1.96169  -2.07681
N  -0.08424  -1.90789  -0.79149
C  -0.82974  -0.65640  -2.66304
C  -1.28320  -0.47870  -3.95720
C  -1.43335  0.80910  -4.44721
C  -1.12677  1.88447  -3.62799
C  -0.72606  1.63227  -2.33028
N  -0.58624  0.39107  -1.85036
H  2.91595  -1.58690  4.23847
H  2.26822  -3.98987  3.99044
H  1.06332  -4.69927  1.93786
H  2.17789  0.02833  2.51071
H  0.83334  -5.09042  -0.30165
H  0.01736  -5.24960  -2.63984
H  -0.74147  -3.20557  -3.80335
H  -1.51155  -1.32854  -4.58417
H  -1.77003  0.96838  -5.46289
H  -1.19249  2.90215  -3.98643
H  -0.48428  2.44569  -1.65821
N  -3.66868  3.88026  2.86865
C  -2.83513  2.71922  2.34805
C  -3.53517  1.41183  2.71484
C  -2.65771  0.20087  2.37330
N  -2.52125  0.01084  0.90755
C  -1.28709  0.33369  3.03788
C  -0.54395  1.60760  2.64928
N  -0.00995  1.56906  1.22214
C  -1.42574  2.83487  2.92766
H  -4.62371  3.85557  2.50075
H  -3.26805  4.78969  2.62373
H  -3.74011  3.84587  3.88978
H  -2.81754  2.85655  1.26432
H  -4.49754  1.33691  2.20270
H  -3.73778  1.39301  3.79128
H  -3.13040  -0.68207  2.80073
H  -2.90713  0.79047  0.38773
H  -3.03132  -0.80645  0.59388
H  -0.68443  -0.53218  2.77756
H  -1.41123  0.31723  4.12388
H  0.32935  1.70938  3.29127
H  0.96785  1.84952  1.23096
H  -0.48068  2.26810  0.65440
H  -0.93317  3.74595  2.57374
H  -1.49713  2.91702  4.01708

Atom charges from the Mulliken analysis, given in e for atoms 1 to 5: Pt 0.89; C -0.82; C -0.49; C -0.66; C 0.46


# 2
This record from OMol25 describes a 3-piece molecular cluster, C21H27O8P overall. The level of theory is ωB97M-V/def2-TZVPD.

* energy above the lowest of the compared OMol25 structures with the same formula, charge and spin: 0.0 kcal per mole
* E_HOMO: -8.3 eV
* E: -47877.444 eV
* largest force on an atom: 2.54 eV/A
* structure (SMILES): CC(=O)OCCCCCCPCOO.O=C1C=CC(=O)C=C1.O=C1C=CC(=O)C=C1
* molar mass: 438.41 g mol⁻¹
* Kohn-Sham gap: 6.619 eV
* multiplicity: 1

Cartesian coordinates (Å):
C  -3.33539  -0.67265  -1.10161
C  -2.82873  -0.42854  0.29592
O  -2.63332  -1.35599  1.08194
O  -2.52067  0.84672  0.66500
C  -3.38882  1.89308  0.23302
C  -2.63400  3.04707  -0.45632
C  -1.11843  2.89538  -0.45690
C  -0.57251  1.84868  -1.45183
C  0.31312  0.76941  -0.81328
C  1.80930  1.14342  -0.74032
P  2.36948  2.14884  0.69468
C  1.39303  1.50673  2.12992
O  1.60123  2.47189  3.16305
O  0.47336  2.48392  4.03649
H  -2.78862  -1.45744  -1.59722
H  -3.35407  0.24061  -1.68298
H  -4.36768  -1.00900  -1.03336
H  -3.86923  2.29030  1.12054
H  -4.18388  1.52089  -0.40399
H  -2.86204  3.95101  0.10250
H  -3.00894  3.21586  -1.46180
H  -0.78856  2.66259  0.54854
H  -0.68710  3.85719  -0.71819
H  -1.39222  1.34876  -1.95527
H  0.01916  2.34528  -2.21523
H  0.19693  -0.15732  -1.37162
H  -0.02980  0.55207  0.19177
H  2.38229  0.22375  -0.75883
H  2.05822  1.74473  -1.61018
H  1.74108  3.39024  0.46242
H  1.81240  0.55785  2.45575
H  0.33026  1.39645  1.93592
H  0.49345  1.62423  4.47967
O  4.26152  -0.09158  2.19974
C  5.11833  0.03122  3.04754
C  6.48656  0.48148  2.69360
C  7.42909  0.61788  3.62189
C  7.15153  0.32781  5.05112
O  8.00930  0.45236  5.89698
C  5.78053  -0.12025  5.40506
C  4.83859  -0.25569  4.47648
H  6.66456  0.69070  1.64675
H  8.43383  0.94484  3.38701
H  5.59954  -0.32553  6.45228
H  3.83296  -0.57997  4.71247
O  -5.67818  -5.40855  -5.50201
C  -4.76756  -4.80556  -4.98016
C  -4.81723  -4.42309  -3.54565
C  -3.81584  -3.75830  -2.97697
C  -2.60677  -3.37159  -3.74762
O  -1.69361  -2.76612  -3.22608
C  -2.55647  -3.75465  -5.17984
C  -3.55736  -4.41914  -5.75054
H  -5.70597  -4.71541  -3.00134
H  -3.82750  -3.47434  -1.93266
H  -1.66662  -3.46334  -5.72300
H  -3.54252  -4.70916  -6.79327

Atom charges from the Mulliken analysis, given in e for atoms 1 to 5: C -0.64; C 0.64; O -0.64; O -0.32; C -0.59


# 3
This record from OMol25 describes a 2-piece molecular cluster, C21H27OSi overall. The level of theory is ωB97M-V/def2-TZVPD.

* charge: +1
* E_HOMO: -10.8 eV
* E: -32133.840 eV
* largest force on an atom: 3.20 eV/A
* molar mass: 323.53 g mol⁻¹
* Kohn-Sham gap: 5.129 eV
* multiplicity: 1

Cartesian coordinates (Å):
C  0.48893  -4.87315  0.35332
Si  -0.69128  -3.59079  1.00408
C  -0.81328  -2.10047  -0.09955
C  -2.36107  -4.30896  1.39085
O  -0.10890  -3.16742  2.52448
C  0.58034  -2.22682  3.13909
C  1.56077  -1.39864  2.61693
C  2.15841  -0.61725  3.73657
C  1.30997  -0.95416  4.99669
C  0.34635  -2.07692  4.61793
H  0.30687  -5.03052  -0.71909
H  1.53621  -4.57225  0.49181
H  0.33189  -5.82615  0.87790
H  -1.31571  -2.41169  -1.02709
H  -1.41461  -1.30282  0.35624
H  0.16302  -1.68165  -0.37170
H  -2.96290  -4.38542  0.47670
H  -2.25727  -5.31287  1.82074
H  -2.90571  -3.68719  2.11248
H  2.13487  -1.67215  1.73733
H  3.20735  -0.89446  3.92205
H  2.13812  0.46307  3.55041
H  1.95022  -1.25356  5.83200
H  0.73790  -0.07475  5.30680
H  -0.70094  -1.81806  4.84417
H  0.57226  -3.01569  5.15300
C  1.53649  0.54873  0.46376
C  2.56732  0.31683  -0.50325
C  3.33107  -0.89506  -0.47271
C  4.31338  -1.16980  -1.41470
C  4.60991  -0.24997  -2.43097
C  3.87089  0.93950  -2.50957
C  2.84595  1.19618  -1.60639
C  0.71001  1.71827  0.47027
C  -0.66119  1.60072  0.86109
C  -1.56468  2.62546  0.60609
C  -1.12818  3.83352  0.03935
C  0.23921  4.02773  -0.21057
C  1.15271  3.01256  0.05156
H  1.14654  -0.28110  1.03033
H  3.12235  -1.62553  0.30692
H  4.85672  -2.11488  -1.35451
H  5.39803  -0.46241  -3.15345
H  4.09275  1.66504  -3.29598
H  2.22786  2.07800  -1.76872
H  -0.99370  0.66205  1.31036
H  -2.62194  2.48354  0.84122
H  -1.84660  4.62277  -0.18697
H  0.58733  4.97777  -0.62457
H  2.21888  3.18991  -0.10174

Atom charges from the Mulliken analysis, given in e for atoms 1 to 5: C -0.99; Si 0.14; C -0.63; C -1.06; O -0.41